(1)
The following is a quantum chemistry calculation of a molecular structure, C10H10BrF5OTeZn, from the Open Molecules 2025 dataset.

The calculation puts the energy above the lowest of the compared OMol25 structures with the same formula, charge and spin at 0.0000 eV. Its gap between HOMO and LUMO is 3.78 eV. The calculation puts the lowest unoccupied orbital energy at 3.60 eV. Its HOMO energy is -0.177 eV.

Structure (ORCA input):
```
! RIJCOSX wB97M-V def2-TZVPD def2/J DEFGRID3
* xyz -2 1
C -2.271 -0.709 0.247
C -2.142 -1.227 1.591
C -2.228 -0.109 2.489
H -2.183 -2.279 1.866
C -2.386 1.072 1.722
C -2.422 0.711 0.344
H -2.598 1.386 -0.489
H -2.360 -1.317 -0.651
H -2.216 -0.162 3.569
H -2.506 2.073 2.132
Zn 0.034 -0.721 0.953
Br 1.020 -0.483 -1.024
C 2.394 0.757 -3.704
C 1.288 1.548 -4.132
C 0.290 0.668 -4.654
H 1.224 2.631 -4.078
C 0.781 -0.668 -4.546
C 2.083 -0.616 -3.965
H 2.723 -1.466 -3.752
H 3.309 1.123 -3.247
H -0.666 0.964 -5.072
H 0.262 -1.571 -4.855
F 0.856 1.425 3.301
Te 1.213 -0.256 4.135
F 1.921 0.697 5.612
F 1.609 -1.855 5.059
F 2.952 -0.238 3.377
F -0.467 -0.136 5.024
O 0.485 -1.242 2.750
*
```

Atomic partial charges in e from the natural (NBO) method, atoms 1 to 8: number 1, C, carries -0.414; number 2, C, carries -0.503; number 3, C, carries -0.350; number 4, H, carries 0.214; number 5, C, carries -0.339; number 6, C, carries -0.350; number 7, H, carries 0.208; number 8, H, carries 0.223

(2)
The following is a quantum chemistry calculation of a molecular structure, C24H23O7P3Rh, from the Open Molecules 2025 dataset.

Its expectation value of S² is 6.034. Its gap between HOMO and LUMO (alpha / beta) is 7.80 / 5.71 eV. The calculation puts the lowest unoccupied orbital energy (alpha / beta) at -2.83 / -5.72 eV. Its HOMO energy (alpha / beta) is -10.629 / -11.427 eV.

Structure (ORCA input):
```
! RIJCOSX wB97M-V def2-TZVPD def2/J DEFGRID3
* xyz 1 5
Rh -0.008 -0.181 -0.663
C 6.663 -1.105 1.078
C 6.274 -1.447 -0.210
C 5.003 -1.126 -0.662
C 4.121 -0.456 0.184
C 4.511 -0.122 1.482
C 5.783 -0.443 1.924
P 2.487 0.082 -0.344
C 2.067 -0.870 -1.824
C 2.105 -2.277 -1.750
C 1.895 -3.030 -2.887
C 1.631 -2.396 -4.099
C 1.556 -1.008 -4.181
C 1.774 -0.240 -3.050
C 2.598 1.812 -0.785
C 3.782 2.445 -1.066
C 3.791 3.822 -1.365
C 2.623 4.532 -1.346
C 1.391 3.907 -1.032
C 0.182 4.642 -0.938
C -0.982 4.028 -0.576
C -1.009 2.641 -0.317
C 0.125 1.870 -0.462
C 1.369 2.522 -0.762
H 7.655 -1.360 1.425
H 6.962 -1.961 -0.867
H 4.712 -1.389 -1.671
H 3.824 0.387 2.147
H 6.085 -0.183 2.930
H 2.276 -2.765 -0.800
H 1.908 -4.109 -2.825
H 1.474 -2.992 -4.989
H 1.348 -0.528 -5.127
H 1.750 0.841 -3.107
H 4.715 1.894 -1.051
H 4.727 4.311 -1.595
H 2.628 5.594 -1.556
H 0.202 5.706 -1.137
H -1.893 4.606 -0.484
H -1.938 2.172 -0.026
C -2.838 -3.276 1.280
C -2.812 -2.796 -0.173
O -3.704 -3.634 -0.889
P -3.380 -1.061 -0.271
O -4.081 -1.036 -1.690
O -4.591 -0.865 0.729
O -2.319 -0.034 -0.070
P -1.082 -2.924 -0.774
O -1.092 -1.900 -2.083
O -0.674 -4.277 -1.154
O -0.243 -2.078 0.203
H -3.861 -3.261 1.651
H -2.198 -2.663 1.914
H -2.472 -4.302 1.308
H -3.830 -3.300 -1.785
H -4.235 -0.154 -2.052
H -4.346 -0.451 1.566
H -0.941 -2.371 -2.912
*
```

Atomic partial charges in e from the natural (NBO) method, atoms 1 to 8: number 1, Rh, carries 1.216; number 2, C, carries -0.169; number 3, C, carries -0.189; number 4, C, carries -0.196; number 5, C, carries -0.418; number 6, C, carries -0.115; number 7, C, carries -0.217; number 8, P, carries 1.144

(3)
The following is a quantum chemistry calculation of C12H14IN in the gas phase, from the Open Molecules 2025 dataset.

The calculation puts the energy above the lowest of the compared OMol25 structures with the same formula, charge and spin at 0.0000 eV. The structure (SMILES) is CC(C)N1c2ccccc2C=C[C@@H]1I. Its gap between HOMO and LUMO is 7.79 eV. The calculation puts the lowest unoccupied orbital energy at 0.14 eV. Its HOMO energy is -7.646 eV.

Structure (ORCA input):
```
! RIJCOSX wB97M-V def2-TZVPD def2/J DEFGRID3
* xyz 0 1
C -0.818 -2.013 1.258
C -1.247 -0.775 0.413
C -2.533 -1.267 -0.354
N -0.083 -0.355 -0.409
C 0.497 0.850 -0.200
C -0.127 1.959 0.442
C 0.492 3.153 0.418
C 1.694 3.374 -0.191
C 2.416 2.344 -0.703
C 1.752 1.101 -0.804
C 2.469 -0.114 -1.279
C 1.774 -1.161 -1.729
C 0.349 -1.157 -1.569
I -0.578 -0.029 -3.391
H -1.786 -2.242 1.560
H -0.298 -2.727 0.565
H -0.029 -1.811 2.143
H -1.449 -0.021 1.103
H -2.307 -2.182 -0.900
H -2.864 -0.448 -1.003
H -3.287 -1.445 0.300
H -1.120 1.870 0.945
H 0.018 4.007 0.788
H 1.990 4.433 -0.214
H 3.347 2.571 -1.339
H 3.519 -0.201 -1.527
H 2.270 -2.096 -2.021
H -0.144 -2.110 -1.626
*
```

Atomic partial charges in e from the natural (NBO) method, atoms 1 to 8: number 1, C, carries -0.604; number 2, C, carries -0.016; number 3, C, carries -0.620; number 4, N, carries -0.412; number 5, C, carries 0.197; number 6, C, carries -0.236; number 7, C, carries -0.192; number 8, C, carries -0.239

(4)
The following is a quantum chemistry calculation of 2 unconnected molecules or ions with the total composition C2H6O, from the Open Molecules 2025 dataset.

The calculation puts the energy above the lowest of the compared OMol25 structures with the same formula, charge and spin at 0.7062 eV. The structure (SMILES) is C=C.O. Its gap between HOMO and LUMO is 11.20 eV. The calculation puts the lowest unoccupied orbital energy at 0.94 eV. Its HOMO energy is -10.260 eV.

Structure (ORCA input):
```
! RIJCOSX wB97M-V def2-TZVPD def2/J DEFGRID3
* xyz 0 1
C 0.216 -1.016 -0.024
C 0.811 -0.968 -1.201
H -0.612 -0.343 0.227
H 0.533 -1.740 0.735
H 0.486 -0.217 -1.930
H 1.663 -1.603 -1.469
O -1.424 1.882 1.258
H -0.745 1.912 1.970
H -0.928 2.092 0.434
*
```

Atomic partial charges in e from the natural (NBO) method, atoms 1 to 8: number 1, C, carries -0.394; number 2, C, carries -0.395; number 3, H, carries 0.208; number 4, H, carries 0.192; number 5, H, carries 0.189; number 6, H, carries 0.196; number 7, O, carries -0.941; number 8, H, carries 0.473

(5)
The following is a quantum chemistry calculation of a molecular structure, C51H60BrNO5P2SScSi, from the Open Molecules 2025 dataset.

The calculation puts the energy above the lowest of the compared OMol25 structures with the same formula, charge and spin at 0.0310 eV. Its gap between HOMO and LUMO is 7.47 eV. The calculation puts the lowest unoccupied orbital energy at -2.55 eV. Its HOMO energy is -10.020 eV.

Structure (ORCA input):
```
! RIJCOSX wB97M-V def2-TZVPD def2/J DEFGRID3
* xyz 1 1
Sc 0.057 -0.166 0.446
C 2.668 0.382 -1.883
C 3.278 -0.315 -0.680
C 4.593 0.355 -0.303
C 3.497 -1.796 -0.955
O 2.300 -0.128 0.425
Si 2.615 -0.398 2.082
S 0.698 -0.088 2.835
O 3.156 -1.922 2.103
C 3.753 -2.706 3.160
C 5.249 -2.409 3.182
C 3.107 -2.368 4.498
C 3.488 -4.159 2.790
O 3.776 0.546 2.692
C 3.853 1.862 3.280
C 3.154 2.867 2.373
C 5.341 2.170 3.379
C 3.210 1.843 4.661
H 3.334 0.277 -2.740
H 2.545 1.448 -1.681
H 1.709 -0.064 -2.157
H 5.290 0.274 -1.137
H 5.044 -0.121 0.567
H 4.436 1.412 -0.087
H 4.194 -1.892 -1.789
H 2.564 -2.285 -1.229
H 3.920 -2.292 -0.086
H 5.415 -1.353 3.388
H 5.696 -2.655 2.217
H 5.746 -3.001 3.951
H 3.296 -1.326 4.763
H 3.517 -2.999 5.287
H 2.029 -2.527 4.450
H 3.911 -4.381 1.809
H 2.414 -4.347 2.757
H 3.940 -4.828 3.522
H 3.648 2.903 1.401
H 3.181 3.865 2.813
H 2.109 2.583 2.233
H 5.799 2.133 2.390
H 5.836 1.439 4.018
H 5.497 3.163 3.801
H 2.147 1.618 4.584
H 3.329 2.813 5.145
H 3.686 1.088 5.288
C -2.035 3.186 -0.681
N -3.168 2.699 0.067
C -3.711 1.468 -0.453
P -2.714 -0.051 -0.010
C -3.516 -1.272 -1.080
C -4.858 -1.608 -0.891
C -5.484 -2.491 -1.754
C -4.777 -3.043 -2.815
C -3.448 -2.706 -3.015
C -2.817 -1.821 -2.152
C -3.205 -0.445 1.694
C -3.050 0.553 2.658
C -3.306 0.283 3.993
C -3.693 -0.991 4.379
C -3.826 -1.993 3.428
C -3.578 -1.727 2.090
C -3.895 3.518 0.956
C -3.493 4.828 1.234
C -4.204 5.621 2.120
C -5.334 5.142 2.760
C -5.737 3.844 2.498
C -5.033 3.041 1.617
P -0.377 2.670 0.030
C 0.760 3.328 -1.236
C 0.467 3.140 -2.589
C 1.364 3.539 -3.566
C 2.576 4.110 -3.208
C 2.885 4.282 -1.867
C 1.985 3.894 -0.886
C -0.246 3.804 1.439
C -0.453 3.305 2.722
C -0.479 4.167 3.809
C -0.289 5.526 3.620
C -0.082 6.030 2.343
C -0.070 5.177 1.254
H -2.036 4.274 -0.762
H -2.099 2.805 -1.703
H -3.739 1.494 -1.550
H -4.737 1.319 -0.130
H -5.411 -1.189 -0.059
H -6.522 -2.750 -1.599
H -5.267 -3.736 -3.487
H -2.898 -3.133 -3.843
H -1.777 -1.563 -2.312
H -2.743 1.550 2.370
H -3.198 1.069 4.729
H -3.886 -1.206 5.421
H -4.120 -2.990 3.729
H -3.664 -2.520 1.359
H -2.612 5.252 0.782
H -3.860 6.629 2.307
H -5.886 5.765 3.450
H -6.611 3.435 2.990
H -5.376 2.026 1.485
H -0.460 2.672 -2.898
H 1.117 3.400 -4.610
H 3.279 4.417 -3.971
H 3.830 4.725 -1.579
H 2.237 4.036 0.156
H -0.566 2.244 2.879
H -0.638 3.771 4.803
H -0.305 6.197 4.468
H 0.064 7.092 2.195
H 0.073 5.582 0.259
Br 0.356 -8.539 -1.118
C 0.195 -6.678 -0.840
C 0.659 -5.802 -1.813
C 0.540 -4.441 -1.606
C -0.041 -3.965 -0.434
C -0.505 -4.854 0.533
C -0.386 -6.215 0.333
C -0.162 -2.519 -0.192
O 0.317 -1.684 -1.031
O -0.707 -2.046 0.850
H 1.107 -6.188 -2.718
H 0.893 -3.738 -2.349
H -0.950 -4.464 1.440
H -0.735 -6.917 1.077
*
```

Atomic partial charges in e from the Mulliken method, atoms 1 to 8: number 1, Sc, carries -1.152; number 2, C, carries -1.425; number 3, C, carries 1.583; number 4, C, carries -1.306; number 5, C, carries -1.586; number 6, O, carries 1.829; number 7, Si, carries -0.400; number 8, S, carries -0.941

(6)
The following is a quantum chemistry calculation of 2 unconnected molecules or ions with the total composition C3H7NO, from the Open Molecules 2025 dataset.

The calculation puts the energy above the lowest of the compared OMol25 structures with the same formula, charge and spin at 2.1157 eV. The structure (SMILES) is COC#N.C. Its gap between HOMO and LUMO is 11.59 eV. The calculation puts the lowest unoccupied orbital energy at 0.67 eV. Its HOMO energy is -10.916 eV.

Structure (ORCA input):
```
! RIJCOSX wB97M-V def2-TZVPD def2/J DEFGRID3
* xyz 0 1
C -1.388 -0.762 1.237
O -0.519 -1.326 0.230
C 0.724 -1.387 0.576
N 1.848 -1.452 0.864
H -1.366 -1.386 2.134
H -1.070 0.257 1.469
H -2.383 -0.764 0.794
C 0.830 1.364 -1.459
H 0.174 0.589 -1.864
H 1.388 1.828 -2.276
H 0.230 2.126 -0.955
H 1.531 0.915 -0.751
*
```

Atomic partial charges in e from the natural (NBO) method, atoms 1 to 8: number 1, C, carries -0.243; number 2, O, carries -0.482; number 3, C, carries 0.542; number 4, N, carries -0.417; number 5, H, carries 0.196; number 6, H, carries 0.197; number 7, H, carries 0.207; number 8, C, carries -0.861

Results for E: -151922.0148; -70465.2807; -22260.3486; -4217.7611; -193628.2408; -6760.6346 (in eV, following the order of the records).